Density functional theory data (ωB97M-V with the def2-TZVPD basis set) for the molecule C24H30ClN7.

Geometry as XYZ:
```
62
Properties=species:S:1:pos:R:3
Cl 4.09174 3.39119 -4.29866
N -0.38982 -4.71081 1.18362
N 0.54782 -3.99145 1.63714
N -0.12518 1.17376 -2.39736
N 0.23604 -2.71386 1.40290
N -0.98057 -0.50834 -0.27980
N -1.34405 -3.96959 0.63896
N -2.43341 0.37517 3.56767
C 1.09988 -1.51434 3.32963
C 1.09295 -1.62609 1.80344
C 2.01522 -0.37538 3.76542
C -0.24107 -1.02654 -1.42178
C 0.68714 0.06239 -1.95502
C -0.96131 -2.71840 0.76918
C -0.89225 1.69899 -1.28433
C 2.37235 3.18867 -4.24130
C -2.42452 -1.05826 1.65593
C -3.48565 -0.27363 4.03414
C -0.38028 2.82905 -4.14741
C 1.83001 2.29011 -3.34181
C 1.56512 3.92959 -5.08427
C 0.44946 2.10770 -3.27371
C 2.51135 -1.86321 1.28310
C -1.80124 0.60292 -0.73767
C -1.91650 -0.00871 2.41464
C -1.77877 -1.53584 0.37212
C -1.86246 2.60495 -4.18502
C 3.42083 -0.71926 1.71927
C 0.19663 3.73363 -5.02522
C 3.43051 -0.59410 3.23955
C -3.53126 -1.73524 2.15743
C -4.07501 -1.33725 3.36635
H 1.45375 -2.45993 3.74605
H -2.23066 2.72644 -5.20128
H -2.57026 -1.92308 -0.29857
H -2.09976 1.60278 -3.83825
H 2.48844 1.74031 -2.68911
H -2.38543 0.99205 0.09758
H 4.43263 -0.89730 1.35172
H -2.38766 3.32450 -3.55612
H -0.44164 4.28863 -5.69719
H -0.22095 2.03652 -0.47641
H 4.07043 0.23761 3.53910
H 1.62360 0.57005 3.38327
H -3.94653 -2.56799 1.60789
H 0.35125 -1.89066 -1.11645
H 2.87862 -2.80955 1.68415
H 0.67761 -0.71824 1.35537
H 2.02533 -0.31453 4.85447
H 1.25410 -0.32637 -2.80246
H 2.49913 -1.94007 0.19305
H 0.08429 -1.33967 3.69292
H -2.49840 0.27710 -1.52901
H 1.99572 4.63206 -5.77917
H -3.86641 0.07589 4.98430
H 1.38594 0.34900 -1.15127
H 3.06519 0.21650 1.28054
H 3.84138 -1.50752 3.67419
H -1.48719 2.54961 -1.61072
H -1.05932 0.55848 2.07886
H -0.92464 -1.34705 -2.22593
H -4.93223 -1.84339 3.78135
```

The value obtained for the orbital gap is 9.09 eV. As for the SMILES: Cc1ccc(Cl)cc1N1CCN([C@H](c2cccnc2)c2nnnn2C2CCCCC2)CC1. For the calculated total energy, the calculation gives -48327.9498 eV. Its HOMO energy is -8.51 eV.